{"formula": "C4H9N2O2", "method": "ωB97M-V with the def2-TZVPD basis set", "species": ["N", "C", "C", "O", "N", "C", "C", "O", "H", "H", "H", "H", "H", "H", "H", "H", "H"], "xyz": [[-1.826, 1.397, -1.833], [-1.071, 0.259, -1.345], [-1.225, 0.030, 0.161], [-2.343, 0.268, 0.638], [-0.192, -0.369, 0.905], [1.063, -0.961, 0.384], [2.318, -0.346, 1.010], [3.389, -0.445, 0.182], [-1.508, 2.270, -1.432], [-2.792, 1.284, -1.545], [-1.404, -0.642, -1.859], [-0.067, 0.399, -1.660], [-0.400, -0.666, 1.845], [1.089, -0.814, -0.680], [0.975, -2.034, 0.567], [2.084, 0.692, 1.238], [2.471, -0.817, 2.006]], "lowdin_charge": [-0.01, -0.21, -0.50, -0.03, 0.07, -0.19, -0.55, -0.38, 0.07, 0.06, 0.12, 0.09, 0.14, 0.08, 0.11, 0.07, 0.07], "e_tot_ha": -417.8091, "smiles": "NCC(=O)NCC[O-]", "lumo_ev": 3.7, "e_homo_ha": -0.094, "charge": -1, "orbital_gap_ev": 6.28}